[1]
This record from the Open Molecules 2025 dataset describes a structure of composition CH8O8P2. The level of theory is the ωB97M-V functional and the def2-TZVPD basis.

Output
E in a.u.: -1327.0785
Net charge: +2
Energy relative to the best compared isomer or geometry (same formula, charge and spin) in eV: 0.376
Lowest unoccupied orbital energy in eV: -8.190
Gap between HOMO and LUMO in eV: 11.32

Element x y z (Å)
C1 -4.632 -1.052 -0.359
O1 -3.436 -0.962 -0.259
O2 1.839 -0.869 -1.298
O3 3.439 0.465 0.072
O4 2.923 -1.886 0.797
O5 1.103 1.640 -0.789
O6 0.582 2.142 1.559
O7 -1.204 0.874 -0.013
O8 1.019 -0.165 0.838
P1 2.385 -0.619 0.130
P2 0.183 1.209 0.372
H1 -5.423 -0.332 -0.483
H2 -5.116 -2.008 -0.412
H3 -2.670 -0.207 -0.007
H4 1.417 -1.814 -1.482
H5 3.328 1.165 -0.505
H6 3.791 -1.986 1.211
H7 0.598 1.870 -1.582
H8 -0.126 2.535 2.209

Population analysis type natural (NBO), resulting atomic charges in e: number 1, C, carries 0.46; number 2, O, carries -0.53; number 3, O, carries -1.00; number 4, O, carries -0.94; number 5, O, carries -0.96; number 6, O, carries -1.01; number 7, O, carries -0.98; number 8, O, carries -1.12; number 9, O, carries -1.06; number 10, P, carries 2.65; number 11, P, carries 2.60; number 12, H, carries 0.20; number 13, H, carries 0.20; number 14, H, carries 0.63; number 15, H, carries 0.57; number 16, H, carries 0.56; number 17, H, carries 0.59; number 18, H, carries 0.56; number 19, H, carries 0.58


[2]
This record from the Open Molecules 2025 dataset describes a cluster of 2 separate species, C7H14N2S in total. The level of theory is the ωB97M-V functional and the def2-TZVPD basis.

Output
SMILES string: c1c[nH]cn1.CCSCC
E in a.u.: -782.8097
Energy relative to the best compared isomer or geometry (same formula, charge and spin) in eV: 0.585
Lowest unoccupied orbital energy in eV: 0.439
Gap between HOMO and LUMO in eV: 9.07

Element x y z (Å)
C1 0.175 -4.464 4.257
C2 -0.434 -3.251 4.019
N1 0.439 -2.568 3.210
C3 1.519 -3.373 2.994
N2 1.389 -4.534 3.616
H1 -0.201 -5.293 4.858
H2 -1.384 -2.825 4.343
H3 0.305 -1.625 2.837
H4 2.364 -3.066 2.379
C4 1.858 2.607 -1.703
C5 0.667 3.490 -2.058
S1 -0.929 2.867 -1.469
C6 -1.142 1.444 -2.568
C7 -2.513 0.821 -2.329
H5 2.793 3.075 -2.055
H6 1.765 1.613 -2.172
H7 1.920 2.475 -0.610
H8 0.771 4.486 -1.585
H9 0.597 3.644 -3.153
H10 -1.043 1.788 -3.615
H11 -0.344 0.699 -2.381
H12 -3.311 1.554 -2.535
H13 -2.654 -0.048 -2.994
H14 -2.606 0.483 -1.284

Population analysis type natural (NBO), resulting atomic charges in e: number 1, C, carries -0.10; number 2, C, carries -0.12; number 3, N, carries -0.52; number 4, C, carries 0.15; number 5, N, carries -0.45; number 6, H, carries 0.21; number 7, H, carries 0.22; number 8, H, carries 0.42; number 9, H, carries 0.20; number 10, C, carries -0.62; number 11, C, carries -0.53; number 12, S, carries 0.18; number 13, C, carries -0.53; number 14, C, carries -0.62; number 15, H, carries 0.21; number 16, H, carries 0.20; number 17, H, carries 0.21; number 18, H, carries 0.22; number 19, H, carries 0.21; number 20, H, carries 0.21; number 21, H, carries 0.20; number 22, H, carries 0.21; number 23, H, carries 0.22; number 24, H, carries 0.21


[3]
This record from the Open Molecules 2025 dataset describes a structure of composition C19H25Cl3CrN7SSi. The level of theory is the ωB97M-V functional and the def2-TZVPD basis.

Output
E in a.u.: -4234.6708
⟨S²⟩: 3.78
Net charge: +2
Energy relative to the best compared isomer or geometry (same formula, charge and spin) in eV: 0.030
Multiplicity: 4
Lowest unoccupied orbital energy (alpha / beta) in eV: -6.677 / -6.888
Gap between HOMO and LUMO (alpha / beta) in eV: 6.49 / 6.49

Element x y z (Å)
Cr1 0.429 -0.090 -0.452
C1 0.240 3.554 2.001
C2 0.542 2.307 1.242
N1 -0.288 1.617 0.547
N2 -1.601 1.952 0.405
C3 -2.402 1.169 -0.366
N3 -3.667 1.550 -0.482
S1 -1.846 -0.224 -1.152
C4 1.927 1.767 1.230
C5 2.969 2.374 1.903
C6 4.242 1.814 1.814
C7 4.429 0.676 1.055
C8 3.333 0.118 0.409
N4 2.117 0.647 0.499
H1 -0.795 3.878 1.932
H2 0.866 4.370 1.635
H3 0.470 3.409 3.058
H4 -1.958 2.775 0.867
H5 -4.042 2.374 -0.039
H6 -4.292 1.001 -1.050
H7 2.809 3.268 2.487
H8 5.072 2.275 2.331
H9 5.402 0.218 0.954
H10 3.417 -0.771 -0.204
C9 0.571 3.056 -2.568
C10 0.977 1.712 -3.090
C11 1.358 1.525 -4.400
C12 1.721 0.248 -4.831
C13 1.700 -0.827 -3.970
C14 1.312 -0.590 -2.647
N5 0.979 0.665 -2.245
N6 1.172 -1.457 -1.600
Si1 1.430 -3.211 -1.716
C15 1.107 -3.954 -0.034
C16 0.249 -3.931 -2.964
C17 3.214 -3.522 -2.176
H11 1.395 3.766 -2.647
H12 0.265 2.997 -1.526
H13 -0.258 3.458 -3.153
H14 1.370 2.363 -5.083
H15 2.016 0.099 -5.862
H16 1.963 -1.819 -4.302
H17 0.054 -3.898 0.250
H18 1.718 -3.504 0.751
H19 1.369 -5.014 -0.074
H20 -0.786 -3.676 -2.725
H21 0.323 -5.021 -2.967
H22 0.444 -3.596 -3.984
H23 3.901 -3.084 -1.447
H24 3.487 -3.135 -3.158
H25 3.409 -4.597 -2.192
Cl1 1.011 -3.403 3.916
C18 -0.498 -2.670 3.384
Cl2 -1.141 -1.571 4.608
Cl3 -1.685 -3.889 2.930
C19 -0.208 -1.865 2.185
N7 0.020 -1.240 1.257

Population analysis type natural (NBO), resulting atomic charges in e: number 1, Cr, carries 1.02; number 2, C, carries -0.69; number 3, C, carries 0.33; number 4, N, carries -0.27; number 5, N, carries -0.41; number 6, C, carries 0.32; number 7, N, carries -0.73; number 8, S, carries 0.02; number 9, C, carries 0.14; number 10, C, carries -0.19; number 11, C, carries -0.11; number 12, C, carries -0.20; number 13, C, carries 0.10; number 14, N, carries -0.46; number 15, H, carries 0.23; number 16, H, carries 0.27; number 17, H, carries 0.27; number 18, H, carries 0.41; number 19, H, carries 0.42; number 20, H, carries 0.45; number 21, H, carries 0.25; number 22, H, carries 0.26; number 23, H, carries 0.26; number 24, H, carries 0.24; number 25, C, carries -0.65; number 26, C, carries 0.28; number 27, C, carries -0.28; number 28, C, carries -0.08; number 29, C, carries -0.31; number 30, C, carries 0.42; number 31, N, carries -0.53; number 32, N, carries -1.00; number 33, Si, carries 1.78; number 34, C, carries -1.13; number 35, C, carries -1.14; number 36, C, carries -1.13; number 37, H, carries 0.25; number 38, H, carries 0.19; number 39, H, carries 0.25; number 40, H, carries 0.24; number 41, H, carries 0.24; number 42, H, carries 0.24; number 43, H, carries 0.23; number 44, H, carries 0.23; number 45, H, carries 0.27; number 46, H, carries 0.24; number 47, H, carries 0.26; number 48, H, carries 0.25; number 49, H, carries 0.23; number 50, H, carries 0.25; number 51, H, carries 0.26; number 52, Cl, carries 0.13; number 53, C, carries -0.25; number 54, Cl, carries 0.11; number 55, Cl, carries 0.14; number 56, C, carries 0.46; number 57, N, carries -0.38


[4]
This record from the Open Molecules 2025 dataset describes a cluster of 7 separate species, C21H42O21 in total. The level of theory is the ωB97M-V functional and the def2-TZVPD basis.

Output
SMILES string: COC(=O)OC.COC(=O)OC.COC(=O)OC.COC(=O)OC.COC(=O)OC.COC(=O)OC.COC(=O)OC
E in a.u.: -2405.3427
Energy relative to the best compared isomer or geometry (same formula, charge and spin) in eV: 3.129
Lowest unoccupied orbital energy in eV: 0.563
Gap between HOMO and LUMO in eV: 10.82

Element x y z (Å)
C1 -5.289 1.573 -0.853
O1 -4.885 0.416 -0.109
C2 -4.598 -0.684 -0.879
O2 -4.793 -0.746 -2.127
O3 -4.072 -1.654 -0.092
C3 -3.629 -2.819 -0.702
H1 -4.362 2.057 -1.158
H2 -5.809 2.306 -0.236
H3 -6.005 1.309 -1.632
H4 -2.791 -2.567 -1.353
H5 -4.404 -3.369 -1.236
H6 -3.191 -3.348 0.144
C4 -1.193 -5.952 2.190
O4 -1.025 -4.854 3.128
C5 0.034 -4.876 3.930
O5 0.926 -5.710 3.975
O6 -0.069 -3.900 4.829
C6 0.759 -3.836 5.994
H7 -0.446 -6.040 1.402
H8 -2.195 -5.868 1.770
H9 -1.176 -6.850 2.807
H10 1.823 -3.974 5.799
H11 0.298 -4.461 6.758
H12 0.752 -2.830 6.413
C7 -2.786 0.640 2.641
O7 -1.853 1.250 1.775
C8 -1.106 2.266 2.202
O8 -1.143 2.813 3.274
O9 -0.159 2.450 1.272
C9 0.905 3.299 1.604
H13 -3.406 -0.063 2.085
H14 -3.481 1.375 3.048
H15 -2.384 0.112 3.506
H16 1.431 2.993 2.508
H17 0.828 4.387 1.590
H18 1.682 3.261 0.840
C10 -0.496 -2.057 1.289
O10 -1.006 -1.099 0.510
C11 -0.296 -0.448 -0.433
O11 0.931 -0.572 -0.670
O12 -1.099 0.491 -0.964
C12 -0.541 1.442 -1.826
H19 0.556 -1.847 1.480
H20 -0.579 -3.036 0.817
H21 -0.962 -2.008 2.274
H22 0.194 1.968 -1.217
H23 -1.240 2.176 -2.226
H24 -0.004 0.900 -2.604
C13 3.873 0.249 0.563
O13 3.221 0.774 1.745
C14 2.692 0.088 2.615
O14 2.555 -1.169 2.640
O15 2.162 0.932 3.486
C15 1.155 0.538 4.379
H25 3.172 -0.498 0.190
H26 4.856 -0.212 0.658
H27 4.171 0.978 -0.191
H28 0.270 0.111 3.908
H29 0.843 1.371 5.009
H30 1.517 -0.110 5.177
C16 7.127 -1.333 -2.398
O16 5.842 -1.879 -2.633
C17 4.825 -1.038 -2.962
O17 4.803 0.188 -2.844
O18 3.724 -1.723 -3.231
C18 2.589 -1.098 -3.592
H31 7.729 -2.131 -1.965
H32 7.158 -0.461 -1.744
H33 7.494 -1.022 -3.376
H34 2.251 -0.407 -2.820
H35 1.900 -1.941 -3.641
H36 2.665 -0.630 -4.573
C19 0.065 5.528 -6.287
O19 -1.084 5.572 -5.502
C20 -1.325 4.684 -4.534
O20 -0.593 3.873 -4.028
O21 -2.561 4.934 -4.118
C21 -3.112 4.012 -3.176
H37 0.032 6.222 -7.126
H38 0.142 4.554 -6.771
H39 0.914 5.805 -5.661
H40 -3.054 2.991 -3.555
H41 -4.149 4.230 -2.921
H42 -2.515 4.005 -2.264

Population analysis type Mulliken, resulting atomic charges in e: number 1, C, carries -0.68; number 2, O, carries -0.25; number 3, C, carries 0.83; number 4, O, carries -0.63; number 5, O, carries -0.24; number 6, C, carries -0.61; number 7, H, carries 0.14; number 8, H, carries 0.30; number 9, H, carries 0.40; number 10, H, carries 0.26; number 11, H, carries 0.36; number 12, H, carries 0.11; number 13, C, carries -0.80; number 14, O, carries -0.25; number 15, C, carries 0.79; number 16, O, carries -0.58; number 17, O, carries -0.28; number 18, C, carries -0.68; number 19, H, carries 0.30; number 20, H, carries 0.25; number 21, H, carries 0.40; number 22, H, carries 0.33; number 23, H, carries 0.32; number 24, H, carries 0.21; number 25, C, carries -0.73; number 26, O, carries 0.07; number 27, C, carries 0.56; number 28, O, carries -0.60; number 29, O, carries -0.09; number 30, C, carries -0.79; number 31, H, carries 0.11; number 32, H, carries 0.34; number 33, H, carries 0.29; number 34, H, carries 0.24; number 35, H, carries 0.30; number 36, H, carries 0.33; number 37, C, carries -0.79; number 38, O, carries 0.15; number 39, C, carries 0.29; number 40, O, carries -0.58; number 41, O, carries 0.19; number 42, C, carries -0.12; number 43, H, carries 0.33; number 44, H, carries 0.27; number 45, H, carries 0.20; number 46, H, carries 0.22; number 47, H, carries -0.47; number 48, H, carries 0.28; number 49, C, carries -0.72; number 50, O, carries -0.25; number 51, C, carries 0.91; number 52, O, carries -0.69; number 53, O, carries -0.39; number 54, C, carries -0.59; number 55, H, carries 0.27; number 56, H, carries 0.40; number 57, H, carries 0.30; number 58, H, carries 0.12; number 59, H, carries 0.29; number 60, H, carries 0.34; number 61, C, carries -0.64; number 62, O, carries -0.33; number 63, C, carries 0.86; number 64, O, carries -0.59; number 65, O, carries -0.36; number 66, C, carries -0.47; number 67, H, carries 0.23; number 68, H, carries 0.29; number 69, H, carries 0.31; number 70, H, carries 0.11; number 71, H, carries 0.25; number 72, H, carries 0.36; number 73, C, carries -0.63; number 74, O, carries -0.35; number 75, C, carries 0.69; number 76, O, carries -0.49; number 77, O, carries -0.33; number 78, C, carries -0.64; number 79, H, carries 0.22; number 80, H, carries 0.30; number 81, H, carries 0.29; number 82, H, carries 0.39; number 83, H, carries 0.28; number 84, H, carries 0.28